Record 1
Formula: C25H53MnNO7P2Si
Source: OMol25
Level of theory: ωB97M-V/def2-TZVPD

Properties
E: -100371.527 eV
2S+1: 5
<S²>: 6.218
Orbital gap (spin up / spin down): 5.6 / 6.1 eV
Charge: +1

The geometry in XYZ format:
```
90
C25H53MnNO7P2Si, DFT ωB97M-V/def2-TZVPD
Mn 0.84485 -1.12728 1.33568
P -2.06095 -0.41398 0.59018
P 0.02105 -0.47428 -1.53492
Si 0.83465 2.81662 1.28368
O -1.05925 -1.12728 1.44148
O -2.88905 0.69512 1.41358
O -0.68405 -1.50118 -2.55952
O 0.74135 0.59962 -2.50712
O 0.95065 -1.12728 -0.56332
O 0.65485 -1.12728 3.28158
O -3.18955 -1.34498 -0.07972
N 2.84985 -1.12728 1.14568
C -2.19345 -3.57138 -0.24142
C -1.38495 -1.05338 -3.71102
C 0.84485 0.98262 1.33568
C -4.11835 1.30772 1.06458
C 4.45785 -0.88988 -0.63692
C 5.18805 -0.86478 1.64978
C 3.49615 -1.15208 3.49558
C -3.62785 -2.93128 1.74628
C 1.27625 0.14802 3.36308
C 2.09995 0.88292 -4.44112
C 2.01095 0.25972 -3.05422
C -4.21855 1.77932 -0.37622
C -3.34935 -2.71818 0.26318
C 1.17055 3.47572 3.01108
C 2.65085 0.01592 4.01148
C 3.16735 -1.05638 -0.16472
C 2.16885 3.43312 0.12258
C -1.28625 0.45592 -0.76092
C -5.29845 0.42952 1.45718
C 3.86155 -1.03178 2.04038
C 3.11045 0.80532 -2.15322
C 5.48615 -0.79228 0.29158
C -0.83735 3.43322 0.70728
C -0.82065 -1.80068 -4.91222
C -2.86835 -1.35578 -3.55112
H 3.19365 0.96272 3.90538
H 1.28205 0.53032 -5.07702
H 0.02665 0.46062 1.87298
H -1.24625 -3.30858 0.23588
H -5.38825 -0.44208 0.80348
H -5.14065 2.34782 -0.53612
H -2.38215 -4.63368 -0.05632
H 0.64515 0.80552 3.96968
H 2.32725 -1.14288 -0.84682
H 0.25795 -1.63768 -4.99832
H 2.97695 -2.10588 3.64868
H -5.18135 0.06022 2.48108
H -6.23805 0.98802 1.39418
H -4.17125 2.20472 1.69338
H 2.18555 4.52672 0.10058
H 3.05145 0.36692 -1.15252
H 4.10175 0.59092 -2.56422
H 4.65595 -0.84318 -1.70122
H -4.46165 -2.30678 2.07798
H -4.22275 0.93882 -1.07562
H -1.29925 -1.47858 -5.84192
H -3.88285 -3.97708 1.94648
H -1.63145 3.08482 1.37448
H 1.99465 3.07362 -0.89602
H -0.96185 -2.88198 -4.80282
H -0.86085 4.52702 0.69298
H -0.73035 -0.80628 3.10218
H -3.03725 -2.42118 -3.36172
H 2.50325 -0.14598 5.08708
H -1.05755 3.07422 -0.30242
H 3.01025 1.88882 -2.02492
H 5.98265 -0.80088 2.38588
H -0.82805 1.35712 -0.33902
H 0.84485 -2.85598 1.33568
H 1.33685 0.57712 2.35938
H 4.40895 -1.21098 4.10168
H 2.14425 3.13242 3.37348
H 0.40365 3.13252 3.71198
H -2.76885 -2.67328 2.37048
H 2.00385 1.97322 -4.38882
H -3.28535 -0.81458 -2.69832
H 6.51325 -0.66788 -0.03772
H -3.42985 -1.06678 -4.44502
H -1.99935 0.78742 -1.51492
H -2.05655 -3.43208 -1.31712
H 1.17095 4.56972 3.01298
H -4.24615 -3.04268 -0.27812
H 3.04955 0.63792 -4.92662
H -1.24945 0.02312 -3.85502
H 2.09985 -0.82898 -3.14242
H 1.80495 0.46062 1.52608
H -3.37405 2.42722 -0.63002
H 3.15505 3.08432 0.44358
```

***

Record 2
Formula: C4H12N3O
Source: OMol25
Level of theory: ωB97M-V/def2-TZVPD

Properties
E: -10861.618 eV
Orbital gap: 8.0 eV
Charge: -1
Relative energy (zero: lowest compared OMol25 entry of this formula, charge and spin): 0.00 kJ/mol

The geometry in XYZ format:
```
20
C4H12N3O, DFT ωB97M-V/def2-TZVPD
O -0.93338 0.19326 -0.51475
N 1.83842 1.00317 -0.24954
N 1.28183 -0.86347 -1.42848
N 3.43111 -0.67538 -0.38638
C -2.90377 1.30520 1.31574
C 2.24604 -0.25118 -0.68314
C -1.33073 -0.51172 0.58458
C -2.76761 -0.18182 1.01226
H -3.03933 -0.77699 1.89457
H -3.93353 1.62455 1.48343
H 3.58656 -1.58643 -0.80387
H 1.41045 -1.85480 -1.54991
H -1.26895 -1.61429 0.43132
H -2.32037 1.56650 2.20367
H -0.69037 -0.32525 1.48183
H 0.30847 -0.45459 -1.23775
H 2.38246 1.30152 0.54161
H -2.48726 1.85934 0.47348
H 0.81700 1.05086 -0.15472
H -3.45169 -0.46121 0.20730
```

***

Record 3
Formula: C33H32BBaN4O8S
Source: OMol25
Level of theory: ωB97M-V/def2-TZVPD

Properties
E: -69290.224 eV
Orbital gap: 5.9 eV
Charge: -1
Relative energy (zero: lowest compared OMol25 entry of this formula, charge and spin): 208.06 kJ/mol

The geometry in XYZ format:
```
80
C33H32BBaN4O8S, DFT ωB97M-V/def2-TZVPD
Ba 0.90091 0.82227 0.08702
S 4.11344 1.11670 -0.93139
O -2.90299 2.18002 0.98044
O -2.75450 0.21701 -0.21419
O 4.06748 0.46944 -2.22139
O 3.58327 -0.85982 2.10583
O 0.74886 -1.28074 1.02633
O 1.84645 3.19370 1.53101
O 1.08974 -2.50808 3.16915
O 3.85894 2.54140 -0.92697
N 3.19873 0.41106 0.19968
N 1.03380 1.47335 -2.43132
N 1.10257 -1.09968 -1.51507
N 1.27861 -2.35509 -0.97315
C -4.15086 1.75220 0.62963
C 8.00490 0.16558 -0.16437
C -7.45438 -1.48054 -1.58747
C 1.22087 2.74452 -2.79565
C 3.98313 -0.31556 1.10150
C -6.51754 1.66300 0.40980
C 1.23204 -3.61972 1.05053
C -8.62653 -0.55076 0.38755
C -5.37638 2.32064 0.89176
C -7.73287 -0.19501 -0.80823
C 7.76527 -0.75952 0.85722
C 1.21323 -3.63676 2.44472
C 1.37556 -4.82746 0.36192
C -6.44126 0.47129 -0.31268
C 5.44737 -0.26500 0.74975
C 2.50507 3.34674 2.53706
C 6.47732 -0.97931 1.32854
C -4.06300 0.57859 -0.08301
C 1.06316 -2.32666 0.33656
C 2.16456 2.10075 -4.86926
C -5.17356 -0.08005 -0.56115
C 6.96155 0.87422 -0.74851
C 1.80969 3.11488 -3.98946
C 1.48275 -6.03212 1.03166
C 1.44802 0.49710 -3.25413
C 2.01739 4.24410 3.64639
C 3.82581 2.64186 2.72333
C 1.44852 -0.90215 -2.72219
C 1.32514 -4.84889 3.13067
C 1.45209 -6.03327 2.42918
C 1.97237 0.77850 -4.50581
C 5.68692 0.63944 -0.25907
C -8.49264 0.76768 -1.73192
B -1.91091 1.21560 0.46378
H 7.13732 1.57338 -1.55753
H -8.10275 -1.22476 1.07161
H -9.54342 -1.04715 0.04620
H 1.52375 -6.96934 2.97319
H -5.45516 3.24466 1.45425
H 2.28033 -0.03388 -5.15160
H 2.61216 2.34017 -5.82658
H -8.91280 0.34055 0.95170
H 1.88278 -1.68829 -3.33874
H -8.79553 1.67456 -1.20180
H 1.02495 -1.76924 2.52249
H 4.42276 3.11243 3.50422
H -8.40264 -1.91170 -1.92301
H 2.65627 5.13298 3.68793
H 0.98572 4.53953 3.46945
H -7.86387 1.06785 -2.57517
H 3.63388 1.60274 3.01327
H 9.01755 0.32024 -0.51827
H -6.94473 -2.22698 -0.97070
H -5.04384 -1.00513 -1.11158
H -7.48975 2.10146 0.61309
H 1.30206 -4.82654 4.21477
H 8.59483 -1.31380 1.27969
H 1.98363 4.15640 -4.21626
H 1.40057 -4.78457 -0.71847
H 6.26427 -1.68958 2.11853
H 0.89371 3.49759 -2.08155
H -6.83741 -1.29450 -2.47151
H 4.36715 2.63148 1.77707
H -9.39603 0.28790 -2.12767
H 1.58584 -6.95767 0.47898
H 2.11029 3.73376 4.60935
```

***

Record 4
Formula: C14H21BrClNO2
Source: OMol25
Level of theory: ωB97M-V/def2-TZVPD

Properties
SMILES: COCCNCCCCOc1c(Cl)cc(C)cc1Br
E: -103007.929 eV
Orbital gap: 9.2 eV
Relative energy (zero: lowest compared OMol25 entry of this formula, charge and spin): 16.25 kJ/mol

The geometry in XYZ format:
```
40
C14H21BrClNO2, DFT ωB97M-V/def2-TZVPD
Br 0.03765 -2.07589 0.55019
Cl 2.89845 2.69452 0.52376
O 0.42044 0.70223 1.04207
O -4.98213 -0.68171 -0.85585
N -3.17470 1.79789 -0.35286
C 1.54896 0.29639 0.42608
C -0.33931 2.43204 -0.55907
C -5.38390 0.55242 -0.30793
C -0.11631 2.00808 0.89268
C 3.78777 0.40303 -0.50036
C -2.25863 0.75283 -0.78339
C 2.70607 1.01509 0.11998
C 2.65623 -1.69048 -0.48413
C -1.00849 1.35802 -1.42074
C -4.28978 1.33682 0.44502
C 3.78289 -0.94527 -0.81454
C 4.95989 -1.60018 -1.46719
C 1.58116 -1.07101 0.10966
C -4.77066 -1.70722 0.08314
H -5.63922 -1.82016 0.74364
H 0.61115 2.70835 -1.02073
H -0.97408 3.31756 -0.52985
H 5.47538 -2.24118 -0.75246
H -5.72131 1.14192 -1.16670
H 4.63735 -2.22208 -2.29973
H -1.26861 1.80839 -2.38166
H -3.87747 -1.53512 0.69249
H -2.71251 0.05116 -1.49825
H 2.61446 -2.74717 -0.69922
H -0.30445 0.54729 -1.62265
H -3.52107 2.30087 -1.16562
H -3.88994 0.72707 1.25931
H 5.66339 -0.85774 -1.83310
H -1.97391 0.18269 0.10351
H 0.50275 2.74703 1.41084
H -6.23840 0.40172 0.37111
H -1.07944 1.94306 1.40289
H 4.65519 1.00458 -0.72494
H -4.76884 2.21803 0.88503
H -4.63076 -2.62061 -0.49176
```